The following is a quantum chemistry calculation of a cluster of 3 separate species, C27H42F2N3O2Si2 in total, from the OMol25 dataset.

Results
LUMO = -4.21 eV
HOMO energy = -10.8 eV
net charge = +1
calculated total energy = -2147.01468 Ha
multiplicity = 1

Last column: Mulliken charge in e.
Cartesian coordinates (Å):
C1 1.578 -2.219 0.025  -0.3209
N1 1.792 -1.124 -1.047  0.8949
N2 2.857 -1.374 -1.823  -1.0910
C2 2.968 -0.330 -2.841  -0.3778
C3 2.071 0.959 -3.135  0.1486
N3 2.394 1.867 -4.308  -0.5651
C4 0.841 1.182 -2.094  0.3715
C5 -0.192 2.442 -2.216  -1.1019
C6 -1.262 2.072 -3.446  -0.2285
O1 -1.238 0.590 -3.551  -0.2987
Si1 -1.428 0.079 -5.242  0.4681
C7 -2.630 1.269 -6.238  -0.9250
C8 -2.264 -1.695 -5.373  -0.9124
C9 0.298 -0.121 -6.160  -0.7989
C10 0.835 -0.031 -1.040  0.7610
C11 -0.357 -0.006 0.116  -0.3544
C12 -1.561 -0.996 -0.408  0.4339
O2 -2.282 -1.711 0.656  -0.4997
Si2 -3.512 -2.694 -0.183  0.7051
C13 -4.601 -3.724 1.070  -0.9119
C14 -2.770 -3.948 -1.447  -0.6976
C15 -4.780 -1.525 -1.119  -0.8334
H1 2.424 -3.048 -0.012  0.2993
H2 0.560 -2.788 -0.108  0.1764
H3 1.693 -1.714 1.100  0.0560
H4 3.898 -0.479 -3.578  0.3517
H5 1.494 2.381 -4.500  0.2539
H6 3.101 2.578 -3.957  0.3416
H7 -0.723 2.762 -1.224  0.3245
H8 0.465 3.382 -2.549  0.3200
H9 -2.340 2.438 -3.159  0.2326
H10 -0.890 2.597 -4.431  0.2549
H11 -2.079 2.306 -6.281  0.2725
H12 -3.593 1.370 -5.541  0.2474
H13 -2.894 0.853 -7.299  0.3318
H14 -2.296 -2.055 -6.511  0.3209
H15 -3.382 -1.668 -5.011  0.2469
H16 -1.664 -2.495 -4.761  0.2152
H17 0.737 0.943 -6.389  0.2355
H18 0.121 -0.656 -7.208  0.3471
H19 1.015 -0.761 -5.475  0.1833
H20 0.027 -0.227 1.199  -0.0139
H21 -0.836 1.087 0.163  0.2555
H22 -2.264 -0.319 -1.093  -0.0924
H23 -1.057 -1.765 -1.154  -0.1019
H24 -5.323 -4.375 0.378  0.2696
H25 -5.213 -2.931 1.717  0.2617
H26 -3.884 -4.391 1.731  0.2645
H27 -3.629 -4.383 -2.147  0.3186
H28 -2.194 -4.837 -0.920  0.2470
H29 -1.990 -3.439 -2.192  0.0634
H30 -5.898 -1.809 -0.920  0.3451
H31 -4.530 -0.430 -0.715  0.2350
H32 -4.498 -1.488 -2.276  0.1501
F1 2.167 -0.270 2.565  -0.3230
C16 2.410 -0.538 3.855  0.1881
C17 1.350 -0.834 4.704  -0.1097
C18 1.604 -1.118 6.046  -0.6317
C19 2.915 -1.091 6.527  -0.5630
C20 3.972 -0.787 5.668  -0.4838
C21 3.719 -0.514 4.324  -0.1779
H33 0.337 -0.842 4.315  0.4540
H34 0.782 -1.359 6.717  0.3865
H35 3.112 -1.308 7.575  0.3970
H36 4.992 -0.762 6.045  0.4043
H37 4.530 -0.285 3.640  0.3861
F2 4.476 2.158 6.088  -0.2825
C22 3.371 2.911 6.001  0.1839
C23 2.455 2.666 4.984  0.0216
C24 1.302 3.446 4.896  -0.4635
C25 1.084 4.471 5.820  -0.4853
C26 2.012 4.713 6.834  -0.4325
C27 3.159 3.925 6.928  -0.4380
H38 2.645 1.871 4.270  0.3488
H39 0.575 3.258 4.109  0.3930
H40 0.186 5.082 5.748  0.3652
H41 1.842 5.513 7.549  0.3667
H42 3.887 4.093 7.715  0.4157



The following is a quantum chemistry calculation of a structure of composition C44H53F3IN3O2S, from the OMol25 dataset.

Results
relative energy (zero: lowest compared OMol25 entry of this formula, charge and spin) = 49.92 kcal/mol
LUMO = -1.51 eV
HOMO energy = -4.5 eV
calculated total energy = -3018.45699 Ha
multiplicity = 1

Last column: Mulliken charge in e.
Cartesian coordinates (Å):
C1 -6.134 -5.812 -5.510  -0.8139
O1 -6.868 -5.439 -4.326  -0.4293
C2 -6.179 -4.984 -3.250  0.5288
C3 -4.796 -4.699 -3.269  -0.8376
C4 -4.294 -3.833 -2.314  -0.6242
C5 -5.140 -3.283 -1.327  0.4000
C6 -4.674 -2.277 -0.399  -0.4643
N1 -5.416 -1.161 -0.023  1.4107
C7 -6.722 -0.804 -0.537  -0.0159
C8 -7.828 -0.733 0.322  0.7672
C9 -7.739 -0.863 1.843  1.9006
C10 -8.615 -1.983 2.406  -1.3713
C11 -8.044 0.467 2.531  -1.6340
C12 -9.093 -0.527 -0.240  -0.6758
C13 -9.266 -0.408 -1.615  -1.3739
C14 -8.169 -0.501 -2.465  -0.3724
C15 -6.887 -0.638 -1.930  0.0275
C16 -5.671 -0.521 -2.838  1.6309
C17 -5.211 0.932 -2.953  -1.6667
C18 -5.857 -1.193 -4.197  -1.8861
N2 -4.880 -0.581 1.074  -1.3414
N3 -3.704 -1.233 1.293  2.7869
C19 -2.914 -0.813 2.433  -1.2820
C20 -3.426 -1.105 3.713  0.6889
C21 -4.622 -2.035 3.868  2.0423
C22 -5.416 -1.823 5.155  -2.0215
C23 -4.227 -3.496 3.766  -1.2387
C24 -2.874 -0.469 4.820  -0.5490
C25 -1.828 0.436 4.658  -1.4944
C26 -1.383 0.768 3.382  0.0014
C27 -1.918 0.161 2.249  0.9177
C28 -1.458 0.684 0.875  0.9471
C29 0.040 0.446 0.680  -1.4133
C30 -1.853 2.148 0.650  -1.7152
C31 -3.620 -2.347 0.453  0.1334
C32 -2.685 -3.511 0.548  -1.3559
C33 -6.438 -3.822 -1.162  -0.3690
C34 -6.970 -4.651 -2.121  -0.7226
H1 -6.918 -6.145 -6.193  0.2515
H2 -5.588 -4.953 -5.922  0.3249
H3 -5.428 -6.624 -5.287  0.3313
H4 -4.139 -5.108 -4.041  0.4578
H5 -3.249 -3.540 -2.319  0.6211
H6 -6.697 -1.109 2.072  -1.0382
H7 -8.371 -2.946 1.939  0.3163
H8 -8.442 -2.078 3.486  0.4011
H9 -9.684 -1.779 2.246  0.3715
H10 -7.365 1.244 2.165  0.3876
H11 -9.079 0.781 2.334  0.3383
H12 -7.910 0.378 3.616  0.4315
H13 -9.956 -0.481 0.426  0.3767
H14 -10.266 -0.269 -2.024  0.3890
H15 -8.316 -0.453 -3.549  0.3733
H16 -4.862 -1.059 -2.336  -0.2244
H17 -5.000 1.329 -1.951  0.4112
H18 -4.291 0.996 -3.545  0.4134
H19 -5.986 1.559 -3.418  0.3207
H20 -6.300 -2.189 -4.071  0.3767
H21 -6.493 -0.599 -4.870  0.4430
H22 -4.876 -1.331 -4.674  0.3701
H23 -5.290 -1.791 3.029  -1.1554
H24 -5.695 -0.771 5.295  0.4214
H25 -6.334 -2.424 5.109  0.3501
H26 -4.826 -2.161 6.018  0.5214
H27 -3.769 -3.720 2.800  0.0827
H28 -3.508 -3.736 4.562  0.3567
H29 -5.113 -4.130 3.882  0.3935
H30 -3.280 -0.671 5.812  0.3338
H31 -1.389 0.920 5.531  0.3609
H32 -0.617 1.535 3.248  0.4654
H33 -1.981 0.088 0.117  -0.1946
H34 0.248 -0.631 0.703  0.0341
H35 0.374 0.842 -0.286  0.3861
H36 0.640 0.912 1.472  0.3038
H37 -2.929 2.279 0.814  0.3775
H38 -1.320 2.831 1.321  0.3194
H39 -1.631 2.438 -0.383  0.4382
H40 -2.452 -3.965 1.517  0.5032
H41 -2.973 -4.294 -0.168  0.6953
H42 -7.002 -3.581 -0.263  0.4892
H43 -7.994 -5.003 -2.089  0.4781
C35 4.425 -0.399 1.481  -2.0084
C36 3.897 -1.902 1.613  1.6547
C37 5.011 -2.866 2.051  -1.4682
C38 2.759 -1.932 2.682  0.5039
C39 2.071 -3.115 2.990  -0.3748
I1 2.278 -4.931 1.946  0.0202
C40 1.149 -3.170 4.039  -0.8596
C41 0.779 -1.992 4.680  -0.4515
C42 1.418 -0.794 4.354  -0.7956
C43 2.398 -0.767 3.362  0.0168
O2 3.580 -2.103 0.377  -0.8618
S1 -1.399 -2.488 0.003  0.0630
C44 -0.586 -3.381 -1.309  0.6224
F1 0.644 -3.772 -0.955  -0.1413
F2 -1.241 -4.482 -1.797  -0.2161
F3 -0.484 -2.476 -2.335  -0.2553
H44 4.866 -0.031 2.406  0.2881
H45 5.136 -0.332 0.654  0.4336
H46 3.585 0.219 1.136  0.3594
H47 5.396 -2.635 3.051  0.2763
H48 4.609 -3.887 2.032  0.2286
H49 5.810 -2.822 1.304  0.4054
H50 0.691 -4.115 4.317  0.3963
H51 -0.030 -2.009 5.413  0.4010
H52 1.169 0.138 4.863  0.4559
H53 2.899 0.180 3.155  0.3869



The following is a quantum chemistry calculation of a cluster of 4 separate species, C46H75N2O2 in total, from the OMol25 dataset.

Results
LUMO = -2.66 eV
HOMO energy = -11.2 eV
net charge = +1
calculated total energy = -2056.99583 Ha
multiplicity = 1

Last column: Mulliken charge in e.
Cartesian coordinates (Å):
C1 6.104 2.471 7.052  -0.8860
C2 5.022 3.454 6.295  -0.2411
C3 3.656 2.627 5.906  -0.5728
C4 3.119 2.992 4.368  -0.3835
C5 2.531 1.570 3.751  -0.6999
C6 1.987 1.708 2.204  -0.6358
C7 0.623 0.764 1.985  0.3442
C8 0.921 -0.827 1.891  -1.0320
C9 0.559 -1.555 0.457  0.5181
N1 0.359 -0.575 -0.698  0.0744
C10 1.610 0.004 -1.294  1.2545
C11 3.046 -0.552 -0.719  -1.2923
C12 1.745 -0.250 -2.947  -0.7080
C13 2.019 1.162 -3.775  -0.6969
C14 -0.751 0.462 -0.411  -0.4499
C15 -0.966 1.351 -1.772  0.6553
C16 -2.360 2.159 -1.930  -0.2318
O1 -2.413 3.496 -1.721  -0.5165
C17 -2.212 -0.234 -0.073  -0.2755
C18 -2.839 -1.154 -1.269  -0.2982
C19 -2.621 -2.778 -1.091  -0.7993
C20 -3.647 -3.456 0.037  -0.2856
C21 -3.431 -5.102 0.068  -0.5970
C22 -2.310 -5.394 1.237  0.0343
C23 -1.701 -6.927 1.164  -0.6551
C24 -1.048 -7.256 2.668  -0.4554
O2 -0.365 -6.027 3.101  -0.2830
C25 -0.762 -5.612 4.457  -0.5304
C26 -0.232 1.450 0.784  -0.4962
C27 -1.405 2.364 1.502  -1.5274
N2 -0.890 3.568 2.257  -0.1714
C28 -1.854 3.743 3.426  -0.6997
H1 6.494 2.885 8.083  0.2487
H2 5.623 1.415 7.279  0.2841
H3 7.060 2.288 6.380  0.2168
H4 5.552 3.938 5.343  0.2485
H5 4.824 4.360 7.044  0.2876
H6 2.803 2.807 6.699  0.2496
H7 3.950 1.479 5.857  0.2687
H8 4.014 3.414 3.708  0.2370
H9 2.220 3.751 4.392  0.1816
H10 3.431 0.794 3.801  0.3083
H11 1.682 1.123 4.447  0.2452
H12 1.642 2.845 2.087  0.3519
H13 2.799 1.538 1.379  0.0336
H14 0.006 0.929 2.995  0.6926
H15 0.328 -1.374 2.767  0.2873
H16 2.070 -1.018 2.143  0.2597
H17 -0.431 -2.185 0.701  -0.3454
H18 1.316 -2.440 0.186  0.4243
H19 -0.068 -1.178 -1.467  0.7215
H20 1.715 1.189 -1.189  -0.4604
H21 3.236 -0.365 0.417  0.1949
H22 3.094 -1.732 -0.886  0.4191
H23 3.891 -0.113 -1.429  0.2517
H24 0.782 -0.717 -3.416  0.1157
H25 2.639 -0.982 -3.207  0.4736
H26 1.793 2.128 -3.153  0.2064
H27 1.255 1.182 -4.692  0.1802
H28 3.090 1.128 -4.246  0.2198
H29 -0.084 2.127 -1.985  0.0246
H30 -0.903 0.580 -2.681  -0.0614
H31 -3.393 1.651 -2.237  0.2492
H32 -2.181 -0.930 0.899  0.2287
H33 -3.058 0.561 0.203  0.1876
H34 -2.498 -0.888 -2.354  0.2275
H35 -4.021 -0.989 -1.251  0.0784
H36 -1.504 -3.107 -0.954  0.1522
H37 -2.967 -3.258 -2.128  0.4029
H38 -3.447 -2.958 1.078  0.1703
H39 -4.760 -3.195 -0.300  0.3015
H40 -3.014 -5.509 -0.959  0.2889
H41 -4.479 -5.623 0.296  0.3444
H42 -2.839 -5.162 2.277  0.1873
H43 -1.404 -4.660 1.095  -0.1632
H44 -0.841 -6.999 0.360  0.2853
H45 -2.575 -7.682 0.902  0.2888
H46 -0.246 -8.122 2.577  0.2471
H47 -1.957 -7.578 3.337  0.3408
H48 0.252 -5.371 5.037  0.2270
H49 -1.312 -6.433 5.086  0.2813
H50 -1.343 -4.597 4.358  0.1797
H51 0.489 2.247 0.262  0.4209
H52 -2.247 2.735 0.784  0.2905
H53 -1.944 1.668 2.308  0.3477
H54 -1.097 4.400 1.629  0.3430
H55 -1.727 4.783 3.979  0.3176
H56 -2.961 3.632 2.995  0.2772
H57 -1.731 2.855 4.193  0.2274
C29 -0.149 -0.468 -7.055  -0.0340
C30 1.195 -0.683 -7.359  -0.2457
C31 1.614 -0.707 -8.689  -0.4742
C32 0.690 -0.507 -9.715  -0.4045
C33 -0.654 -0.289 -9.410  -0.3573
C34 -1.074 -0.273 -8.081  -0.5477
H58 -0.476 -0.452 -6.018  0.2990
H59 1.916 -0.832 -6.560  0.3344
H60 2.660 -0.881 -8.927  0.3637
H61 1.017 -0.521 -10.751  0.3604
H62 -1.373 -0.131 -10.210  0.3586
H63 -2.122 -0.108 -7.844  0.3576
C35 -8.043 -0.587 2.513  -0.3770
C36 -8.529 -0.380 1.223  -0.4206
C37 -7.656 -0.013 0.199  -0.6179
C38 -6.294 0.136 0.464  -0.0505
C39 -5.808 -0.075 1.754  -0.0259
C40 -6.682 -0.432 2.780  -0.6351
H64 -8.724 -0.869 3.312  0.3720
H65 -9.589 -0.503 1.015  0.3715
H66 -8.035 0.154 -0.805  0.3809
H67 -5.613 0.417 -0.335  0.2980
H68 -4.747 0.041 1.960  0.3610
H69 -6.304 -0.591 3.786  0.3831
C41 4.564 3.382 -2.051  0.0522
C42 5.536 2.757 -2.832  -0.4860
C43 6.324 3.511 -3.700  -0.4601
C44 6.148 4.893 -3.780  -0.4412
C45 5.179 5.518 -2.996  -0.3857
C46 4.383 4.763 -2.135  -0.5397
H70 3.947 2.793 -1.377  0.3788
H71 5.678 1.681 -2.764  0.3902
H72 7.077 3.023 -4.313  0.3764
H73 6.766 5.481 -4.453  0.3643
H74 5.042 6.595 -3.057  0.3707
H75 3.624 5.249 -1.528  0.3747



The following is a quantum chemistry calculation of the molecule C6H10O, from the OMol25 dataset.

Results
relative energy (zero: lowest compared OMol25 entry of this formula, charge and spin) = 23.13 kcal/mol
LUMO = 1.10 eV
HOMO energy = -9.8 eV
SMILES string = C=CCCCC=O
calculated total energy = -309.80551 Ha
multiplicity = 1

Last column: Mulliken charge in e.
Cartesian coordinates (Å):
C1 -2.246 0.716 -1.775  -0.7830
C2 -1.144 0.967 -1.095  -0.0097
C3 -0.855 0.418 0.287  -0.6984
C4 0.623 0.510 0.656  -0.7173
C5 1.454 -0.711 0.229  -0.4989
C6 1.914 -1.609 1.341  -0.0602
O1 2.489 -2.648 1.149  -0.4687
H1 -3.075 0.176 -1.317  0.2419
H2 -2.532 1.139 -2.731  0.2718
H3 -0.420 1.686 -1.479  0.2292
H4 -1.259 -0.595 0.316  0.3875
H5 -1.441 1.022 0.991  0.3471
H6 1.048 1.403 0.196  0.3220
H7 0.745 0.644 1.736  0.4261
H8 2.194 -0.428 -0.521  0.4237
H9 0.828 -1.392 -0.362  0.2822
H10 1.681 -1.298 2.380  0.3048



The following is a quantum chemistry calculation of the molecule C4H12N2O, from the OMol25 dataset.

Results
relative energy (zero: lowest compared OMol25 entry of this formula, charge and spin) = 30.09 kcal/mol
LUMO = 0.89 eV
HOMO energy = -9.1 eV
SMILES string = C[C@@H](O)[C@@H](N)CN
calculated total energy = -344.33707 Ha
multiplicity = 1

Last column: Mulliken charge in e.
Cartesian coordinates (Å):
C1 0.716 -0.539 -2.149  -1.6132
C2 0.990 0.171 -0.836  0.2161
O1 0.824 1.592 -0.993  -0.5803
C3 0.139 -0.381 0.329  0.0894
N1 1.010 -0.847 1.415  -0.6449
C4 -0.920 0.596 0.801  -0.8081
N2 -1.693 -0.006 1.909  -0.5307
H1 -0.309 -0.340 -2.478  0.4055
H2 1.395 -0.191 -2.910  0.4197
H3 0.764 -1.617 -1.975  0.3920
H4 2.058 0.063 -0.611  0.2868
H5 0.290 1.792 -1.775  0.3289
H6 -0.378 -1.266 -0.058  0.2546
H7 0.603 -1.679 1.816  0.2888
H8 0.990 -0.157 2.156  0.2848
H9 -1.593 0.807 -0.024  0.3553
H10 -0.463 1.522 1.120  0.3908
H11 -2.641 -0.185 1.602  0.2417
H12 -1.783 0.665 2.662  0.2230